A structure of composition C30H75In2N5Na2O18P2. Source: the Open Molecules 2025 dataset; level of theory: wB97M-V/def2-TZVPD.

XYZ file:
```
134
Properties=species:S:1:pos:R:3:forces:R:3:lowdin_charge:R:1
In -15.686849 4.393849 -25.434586 1.435 0.399 0.009 1.137
In -11.475659 3.064141 -24.229409 -0.308 0.265 0.691 1.398
Na -16.178454 6.694063 -22.056959 0.950 0.185 -0.116 0.664
Na -15.818135 3.621979 -21.263823 0.407 -0.771 0.459 0.561
P -13.251187 2.507792 -26.790750 0.331 -0.227 -0.643 0.006
O -11.890225 1.837448 -26.830754 -0.433 0.193 0.329 -0.274
O -12.969006 4.000605 -26.313843 -0.337 -0.098 0.566 -0.278
O -13.886364 2.207582 -25.388376 -0.100 0.398 1.049 -0.240
O -14.364497 2.345298 -27.803083 1.301 0.584 0.403 -0.247
P -13.635958 5.128534 -22.544740 -1.970 -1.388 -3.038 0.031
O -12.109997 5.244659 -22.657022 0.138 -0.371 -0.574 -0.354
O -14.453436 6.022539 -23.532417 -0.255 0.386 0.088 -0.479
O -14.341812 5.213577 -21.191850 0.127 0.916 0.884 -0.402
O -13.994449 3.655784 -23.060949 0.995 -0.341 -0.168 -0.474
C -18.355440 1.839305 -17.778369 0.721 0.857 0.022 -0.070
O -17.506190 2.874655 -18.297705 0.494 0.398 -0.910 -0.222
C -16.836714 3.682384 -17.349282 -0.418 0.564 1.211 -0.205
C -15.900615 4.774327 -17.933209 -0.243 -1.187 -1.288 -0.161
N -14.707421 4.147357 -18.498090 0.459 -0.679 -0.333 -0.060
C -13.590452 3.819992 -17.619017 0.803 0.041 0.252 -0.182
C -13.314119 4.924028 -16.604782 0.533 -0.500 -0.231 -0.251
O -14.008698 4.649105 -15.424877 -1.095 0.239 0.104 -0.176
C -13.883959 5.709432 -14.504414 1.745 0.342 0.002 -0.092
H -18.794079 2.141895 -16.825788 -0.235 0.095 -0.094 0.091
H -17.775225 0.934927 -17.592092 -0.078 -0.145 -0.184 0.090
H -19.106356 1.728163 -18.554718 -0.170 -0.441 0.250 0.088
H -16.289553 3.058229 -16.635497 0.481 -0.039 -0.233 0.127
H -17.598751 4.135635 -16.704151 -0.077 0.370 -0.130 0.124
H -15.748751 5.642105 -17.288132 0.166 -0.426 0.627 0.120
H -16.290469 5.252287 -18.841854 -0.897 -0.113 0.141 0.105
H -14.384345 4.644647 -19.316874 0.165 0.279 0.234 0.034
H -12.653467 3.667761 -18.166752 -0.247 0.497 -0.688 0.092
H -13.636730 2.822086 -17.173537 -0.753 0.197 0.507 0.124
H -13.587050 5.864989 -17.097872 -0.237 0.219 0.380 0.103
H -12.245205 5.034347 -16.373112 0.120 -0.206 -0.050 0.130
H -14.432470 5.547828 -13.581915 -0.363 -0.118 -0.309 0.095
H -14.033411 6.693432 -14.961185 -0.765 -0.073 -0.019 0.086
H -12.816436 5.765888 -14.242574 0.010 -0.062 0.363 0.090
C -10.456133 6.494616 -25.565807 -1.154 0.041 0.924 -0.063
O -9.765312 5.307574 -25.198792 -0.364 0.523 -0.158 -0.244
C -8.703659 5.089259 -26.039454 3.311 -0.540 0.302 -0.241
C -7.911147 3.836847 -25.563520 -0.811 0.867 -0.341 -0.163
N -8.888611 2.773987 -25.766747 0.010 -0.830 0.199 -0.036
C -8.356389 1.392861 -25.634812 0.384 0.620 -0.095 -0.138
C -9.442424 0.350452 -25.466280 -0.753 -0.167 -0.903 -0.187
O -10.264954 0.470826 -24.317422 -0.867 1.160 0.405 -0.231
C -9.769899 -0.164113 -23.167193 1.306 -1.403 1.050 -0.093
H -9.961768 7.464444 -25.449846 0.849 -0.433 0.206 0.099
H -11.234083 6.470209 -24.796468 -0.653 0.479 -0.746 0.087
H -10.758801 6.443506 -26.615645 -0.462 -0.175 0.173 0.094
H -7.936436 5.875888 -26.009371 -0.449 0.529 0.252 0.141
H -8.940662 5.017035 -27.108584 -0.511 -0.297 0.089 0.140
H -7.509494 3.878965 -24.551727 -0.416 0.124 0.080 0.118
H -7.043449 3.749663 -26.226886 -0.035 -0.270 -0.110 0.140
H -8.941419 2.886571 -26.775587 -1.517 -0.312 -0.004 0.120
H -7.565380 1.375481 -24.884257 -0.223 -0.090 0.256 0.134
H -7.869443 1.267841 -26.605037 0.186 -0.877 0.148 0.141
H -9.070185 -0.672346 -25.550678 0.336 0.099 0.255 0.142
H -10.165569 0.457164 -26.278038 0.201 0.141 -0.119 0.108
H -10.452298 -0.392779 -22.348409 -0.526 0.930 -0.608 0.092
H -8.938146 0.382567 -22.715740 0.227 -0.121 -0.281 0.093
H -9.485077 -1.192591 -23.419534 0.624 0.225 -0.367 0.111
C -13.019287 -0.411426 -23.392631 -0.224 -0.143 -0.857 -0.068
O -12.293776 0.463442 -22.558615 -0.780 0.375 0.736 -0.258
C -13.122671 1.050110 -21.572140 0.860 0.017 0.777 -0.202
C -12.261096 1.821033 -20.529402 -2.092 -1.405 -0.822 -0.148
N -11.567858 2.930570 -21.133667 -1.250 0.075 -0.497 -0.007
C -10.482766 3.510715 -20.393250 1.059 -1.164 2.014 -0.169
C -9.182313 3.000513 -21.055187 -0.598 0.777 0.232 -0.158
O -9.113490 3.615068 -22.340233 0.951 -0.961 0.073 -0.234
C -8.685032 4.978272 -22.285875 -0.665 0.154 0.120 -0.067
H -13.815282 -0.962995 -22.886527 0.138 0.100 0.313 0.104
H -12.321923 -1.134738 -23.814326 -0.026 0.102 -0.069 0.100
H -13.477556 0.174844 -24.195965 -0.052 -0.220 -0.116 0.080
H -13.647249 0.317755 -20.949767 0.033 -0.449 -0.338 0.136
H -13.868196 1.665841 -22.064763 -0.042 0.394 0.008 0.090
H -11.724914 1.073790 -19.946098 0.800 0.361 -0.264 0.142
H -13.093815 2.127499 -19.879047 0.425 0.612 0.454 0.113
H -12.341960 3.546102 -21.351059 0.665 0.564 -0.212 0.051
H -10.517280 3.158882 -19.349406 0.124 -1.029 -0.171 0.127
H -10.522141 4.540757 -20.027315 -0.115 0.646 -1.739 0.120
H -9.203982 1.914029 -21.151695 -0.478 0.068 -0.425 0.110
H -8.285457 3.142370 -20.446112 0.016 0.735 -0.118 0.137
H -8.544530 5.216340 -23.335855 0.024 0.614 0.397 0.067
H -7.798421 5.180855 -21.679514 0.302 -0.627 -0.178 0.112
H -9.469187 5.561959 -21.799883 -0.086 0.236 -0.429 0.059
C -8.153762 9.855612 -22.925233 1.608 0.264 1.037 -0.112
O -9.299407 9.658540 -22.132975 -0.719 0.813 -0.580 -0.172
C -9.703688 8.320497 -22.009692 0.812 0.140 0.551 -0.222
C -11.091317 8.192044 -21.401330 -1.123 -0.872 -1.459 -0.169
N -11.267710 6.938201 -20.638858 0.852 0.835 0.635 -0.061
C -12.221279 7.117156 -19.559547 -0.672 0.135 -0.121 -0.217
C -11.675602 7.937067 -18.403603 0.751 -0.022 0.192 -0.224
O -12.688541 8.301992 -17.489397 -1.054 -0.185 -0.818 -0.211
C -12.351640 9.318383 -16.562532 0.859 -1.086 0.337 -0.086
H -7.882626 9.048137 -23.609707 -0.550 -0.133 -0.158 0.078
H -7.294434 9.942838 -22.247543 0.130 -0.309 0.066 0.090
H -8.090330 10.816482 -23.435639 -0.937 -0.036 -0.189 0.089
H -9.032239 7.803809 -21.309755 0.166 -0.141 -0.157 0.123
H -9.582122 7.890624 -23.010499 -0.418 -0.553 0.145 0.098
H -11.830959 8.104874 -22.210681 0.101 0.274 -0.354 0.115
H -11.451564 9.086766 -20.897055 0.667 -0.011 0.484 0.121
H -11.576589 6.219773 -21.297715 0.071 0.324 0.420 0.026
H -12.579220 6.131907 -19.256604 -0.095 0.084 0.153 0.095
H -13.071479 7.711681 -19.928282 -0.421 -0.271 0.094 0.119
H -11.204350 8.802121 -18.879374 -0.023 0.362 0.343 0.112
H -10.867304 7.402711 -17.892890 0.040 -0.137 0.100 0.130
H -11.746369 8.819984 -15.795614 0.540 0.493 -0.008 0.090
H -13.208652 9.670582 -15.991580 -0.365 0.097 -0.671 0.088
H -11.807684 10.106773 -17.083390 -0.040 0.257 0.339 0.091
C -16.121706 3.084704 -30.536698 0.163 -1.291 -1.293 -0.108
O -15.571858 4.222534 -31.163134 -0.766 1.054 1.641 -0.167
C -16.069077 5.471880 -30.658328 1.623 0.249 -0.274 -0.167
C -16.209844 5.687853 -29.127655 0.139 -1.229 0.118 -0.154
N -15.011068 5.259377 -28.365746 0.997 0.906 0.913 -0.003
C -13.966223 6.305537 -28.178346 -1.500 -0.138 -0.948 -0.150
C -14.522406 7.561673 -27.565534 0.467 0.246 1.677 -0.182
O -15.214440 7.244204 -26.333198 0.626 -0.271 -1.524 -0.278
C -15.516852 8.384317 -25.579394 -1.320 -0.033 0.968 -0.106
H -17.119833 2.848707 -30.920158 -0.224 0.325 0.312 0.097
H -16.078516 3.041192 -29.446959 0.026 0.297 -0.032 0.059
H -15.494384 2.287649 -30.943595 -0.063 -0.196 0.435 0.101
H -16.957522 5.819592 -31.186359 -0.241 -0.187 0.125 0.132
H -15.226311 6.108446 -30.936071 -0.320 0.509 -0.236 0.119
H -17.083110 5.192553 -28.701006 0.043 -0.370 -0.181 0.117
H -16.398018 6.736966 -28.912793 0.174 0.069 -0.280 0.112
H -14.485439 4.453376 -28.685503 -0.856 -0.521 -0.345 0.086
H -13.617099 6.507522 -29.197885 0.317 0.376 0.027 0.144
H -13.080936 5.982192 -27.628595 -0.319 -0.627 0.244 0.102
H -15.147654 8.199728 -28.189374 0.022 -0.138 -0.229 0.130
H -13.650936 8.125336 -27.221149 0.028 0.404 -0.478 0.132
H -16.539476 8.726091 -25.778328 -0.039 -0.051 -0.156 0.098
H -14.904698 9.284567 -25.659020 0.626 -0.452 -0.292 0.106
H -15.487959 7.990130 -24.567240 0.138 0.455 0.366 0.055
```
Forces are in eV/Å.

Summary:
Energy above the lowest of the compared OMol25 structures with the same formula, charge and spin in kJ/mol: 0.0
Total charge: +2
Electronic energy in Ha: -4203.007861
Lowest unoccupied orbital energy in eV: -9.54
HOMO-LUMO gap in eV: 2.8258
E_HOMO in eV: -12.36